{
  "formula": "C30H69N9O6",
  "method": "the ωB97M-V functional and the def2-TZVPD basis",
  "total_charge": 0,
  "molar_mass_g_mol": 651.939,
  "e_above_lowest_ev": 6.9306,
  "smiles": "CC1(C)CCCC(C)(C)N1O.CC1(C)CCCC(C)(C)N1O.CC1(C)CCCC(C)(C)N1O.NC(N)=O.NC(N)=O.NC(N)=O",
  "elements": ["C", "C", "C", "C", "C", "C", "C", "C", "C", "N", "O", "H", "H", "H", "H", "H", "H", "H", "H", "H", "H", "H", "H", "H", "H", "H", "H", "H", "H", "H", "C", "C", "C", "C", "C", "C", "C", "C", "C", "N", "O", "H", "H", "H", "H", "H", "H", "H", "H", "H", "H", "H", "H", "H", "H", "H", "H", "H", "H", "H", "C", "C", "C", "C", "C", "C", "C", "C", "C", "N", "O", "H", "H", "H", "H", "H", "H", "H", "H", "H", "H", "H", "H", "H", "H", "H", "H", "H", "H", "H", "N", "C", "N", "O", "H", "H", "H", "H", "N", "C", "N", "O", "H", "H", "H", "H", "N", "C", "N", "O", "H", "H", "H", "H"],
  "positions_angstrom": [[3.04, -3.39, -6.91], [2.69, -1.93, -7.33], [1.18, -1.79, -7.01], [3.41, -0.83, -6.39], [4.87, -0.47, -6.84], [4.70, -0.20, -8.35], [4.19, -1.31, -9.22], [4.13, -0.73, -10.63], [5.24, -2.49, -9.26], [2.83, -1.64, -8.78], [2.27, -2.63, -9.46], [2.39, -3.77, -6.12], [2.88, -4.03, -7.77], [4.03, -3.51, -6.48], [0.55, -2.57, -7.43], [1.13, -1.62, -5.93], [0.92, -0.95, -7.64], [2.84, 0.09, -6.24], [3.53, -1.34, -5.43], [5.23, 0.44, -6.37], [5.50, -1.25, -6.42], [5.74, -0.04, -8.65], [4.10, 0.71, -8.42], [3.46, 0.12, -10.77], [3.91, -1.56, -11.30], [5.14, -0.49, -10.93], [5.37, -3.15, -8.40], [6.26, -2.38, -9.63], [4.83, -3.19, -9.99], [1.39, -2.35, -9.73], [-4.97, 1.08, 4.79], [-5.92, -0.13, 4.30], [-5.47, -0.28, 2.79], [-5.52, -1.32, 5.09], [-6.51, -2.53, 4.85], [-7.99, -2.08, 5.06], [-8.44, -0.83, 4.27], [-8.73, -1.27, 2.86], [-9.74, -0.28, 4.96], [-7.33, 0.25, 4.30], [-7.64, 1.54, 3.92], [-5.37, 1.39, 5.76], [-3.90, 0.97, 4.92], [-5.06, 2.03, 4.26], [-4.47, 0.15, 2.81], [-5.41, -1.33, 2.50], [-6.16, 0.21, 2.10], [-4.48, -1.53, 4.84], [-5.70, -1.08, 6.14], [-6.36, -3.00, 3.87], [-6.39, -3.38, 5.53], [-8.15, -1.81, 6.11], [-8.66, -2.94, 4.98], [-9.15, -0.41, 2.33], [-9.56, -1.98, 2.96], [-7.91, -1.72, 2.31], [-9.46, 0.53, 5.63], [-10.25, -1.09, 5.48], [-10.47, 0.17, 4.29], [-7.81, 2.00, 4.74], [3.10, -1.85, 2.95], [3.07, -1.90, 4.45], [1.64, -2.29, 4.91], [4.16, -2.94, 4.87], [4.84, -2.79, 6.23], [5.23, -1.37, 6.43], [4.05, -0.30, 6.28], [2.96, -0.58, 7.37], [4.68, 1.14, 6.32], [3.52, -0.49, 4.92], [2.54, 0.48, 4.67], [3.90, -1.26, 2.50], [3.10, -2.89, 2.60], [2.23, -1.34, 2.54], [0.97, -1.64, 4.35], [1.36, -3.26, 4.49], [1.33, -2.27, 5.96], [3.66, -3.91, 4.91], [4.90, -3.00, 4.07], [4.23, -3.08, 7.09], [5.80, -3.32, 6.30], [5.97, -1.08, 5.69], [5.81, -1.32, 7.35], [1.95, -0.21, 7.20], [3.23, -0.17, 8.35], [2.66, -1.61, 7.56], [4.04, 2.01, 6.48], [5.24, 1.35, 5.41], [5.32, 1.08, 7.20], [2.66, 0.88, 3.80], [-3.53, 1.20, -6.27], [-2.80, 1.72, -5.27], [-3.18, 1.08, -4.20], [-2.04, 2.67, -5.36], [-3.61, 1.75, -7.10], [-4.23, 0.52, -5.99], [-2.69, 1.28, -3.34], [-4.02, 0.52, -4.31], [3.25, 8.79, -0.74], [2.25, 8.06, -1.08], [1.33, 8.69, -0.53], [2.20, 7.07, -1.81], [4.10, 8.69, -1.28], [3.10, 9.59, -0.15], [0.49, 8.17, -0.71], [1.42, 9.20, 0.34], [1.12, 2.80, -0.89], [0.20, 2.92, -0.08], [0.63, 3.69, 0.91], [-0.89, 2.38, -0.18], [0.87, 2.27, -1.71], [1.52, 3.73, -0.89], [0.07, 3.88, 1.73], [1.52, 4.15, 0.75]]
}

{
  "formula": "C4H8NS",
  "method": "the ωB97M-V functional and the def2-TZVPD basis",
  "total_charge": 1,
  "molar_mass_g_mol": 102.182,
  "e_above_lowest_ev": 3.3852,
  "elements": ["C", "C", "C", "C", "N", "S", "H", "H", "H", "H", "H", "H", "H", "H"],
  "positions_angstrom": [[-1.74, 0.03, 0.73], [-1.70, -1.19, -0.11], [1.01, 1.39, -0.60], [1.31, 0.05, -0.13], [-0.64, -0.25, 0.22], [1.99, -0.38, 1.36], [-2.18, 0.83, 1.21], [-1.70, -2.14, 0.24], [-2.21, -1.04, -1.08], [0.43, 1.97, 0.16], [1.84, 2.04, -0.99], [0.30, 1.27, -1.49], [1.43, -0.88, -0.78], [1.86, -1.70, 1.26]]
}

{
  "formula": "C41H62BN7S3SiSn",
  "method": "the ωB97M-V functional and the def2-TZVPD basis",
  "total_charge": 0,
  "molar_mass_g_mol": 906.806,
  "e_above_lowest_ev": 0.8829,
  "elements": ["Sn", "C", "C", "C", "C", "C", "C", "C", "C", "C", "N", "N", "B", "N", "N", "C", "C", "C", "C", "C", "C", "C", "C", "C", "N", "N", "C", "C", "C", "C", "C", "C", "C", "C", "C", "H", "H", "H", "H", "H", "H", "H", "H", "H", "H", "H", "H", "H", "H", "H", "H", "H", "H", "H", "H", "H", "H", "H", "H", "H", "H", "H", "H", "H", "H", "H", "H", "H", "H", "H", "H", "H", "H", "H", "H", "H", "H", "H", "H", "H", "H", "C", "Si", "C", "C", "C", "C", "C", "C", "N", "C", "S", "H", "H", "H", "H", "H", "H", "H", "H", "H", "H", "H", "H", "S", "C", "C", "C", "C", "C", "C", "S", "H", "H", "H", "H"],
  "positions_angstrom": [[-0.15, 0.19, -0.33], [-2.86, -2.12, -1.38], [-1.82, -3.17, -1.72], [-1.22, -2.95, -3.12], [-0.71, -3.26, -0.71], [-0.10, -4.45, -0.30], [0.90, -4.10, 0.58], [1.90, -5.13, 1.05], [2.95, -5.29, -0.08], [2.61, -4.98, 2.39], [0.86, -2.76, 0.71], [-0.10, -2.24, -0.09], [1.68, -1.85, 1.67], [0.73, -0.96, 2.50], [-0.32, -0.36, 1.89], [-1.07, 0.25, 2.81], [-0.48, 0.03, 4.05], [0.66, -0.72, 3.82], [1.66, -0.99, 4.92], [2.70, 0.14, 4.90], [2.33, -2.37, 4.96], [-2.31, 1.02, 2.48], [-3.34, 0.88, 3.60], [-1.96, 2.50, 2.23], [2.60, -0.97, 0.80], [2.06, -0.22, -0.19], [3.05, 0.36, -0.87], [4.27, -0.02, -0.30], [3.94, -0.86, 0.76], [4.91, -1.50, 1.71], [5.87, -2.42, 0.95], [5.68, -0.42, 2.47], [2.82, 1.26, -2.05], [3.31, 0.59, -3.33], [3.53, 2.60, -1.81], [-3.64, -2.09, -2.15], [-3.33, -2.33, -0.41], [-2.41, -1.13, -1.33], [-2.31, -4.15, -1.72], [-0.71, -1.99, -3.15], [-0.50, -3.73, -3.36], [-2.01, -2.95, -3.88], [-0.36, -5.45, -0.62], [1.33, -6.06, 1.10], [3.45, -4.34, -0.25], [3.69, -6.04, 0.20], [2.47, -5.60, -1.01], [3.41, -4.23, 2.34], [1.92, -4.70, 3.18], [3.07, -5.93, 2.66], [2.31, -2.53, 2.39], [-0.82, 0.38, 5.02], [1.08, -0.90, 5.84], [3.17, 0.20, 3.93], [2.21, 1.10, 5.09], [3.46, -0.02, 5.67], [3.16, -2.44, 4.26], [2.73, -2.54, 5.96], [1.61, -3.16, 4.74], [-2.73, 0.61, 1.56], [-2.99, 1.39, 4.50], [-4.29, 1.33, 3.30], [-3.51, -0.17, 3.84], [-1.37, 2.90, 3.05], [-1.39, 2.61, 1.31], [-2.88, 3.09, 2.13], [5.25, 0.27, -0.61], [4.34, -2.10, 2.43], [6.48, -1.84, 0.26], [6.53, -2.94, 1.65], [5.32, -3.16, 0.37], [6.37, 0.09, 1.80], [5.00, 0.33, 2.88], [6.25, -0.85, 3.29], [1.75, 1.44, -2.13], [4.37, 0.34, -3.26], [2.75, -0.33, -3.52], [3.17, 1.25, -4.19], [4.61, 2.44, -1.72], [3.35, 3.29, -2.63], [3.18, 3.06, -0.89], [3.61, 4.33, 3.61], [2.59, 5.37, 2.44], [3.75, 6.61, 1.61], [1.31, 6.35, 3.42], [1.62, 4.50, 1.06], [1.10, 5.32, 0.07], [0.35, 4.81, -0.99], [0.13, 3.46, -1.02], [0.59, 2.62, -0.08], [1.33, 3.10, 0.97], [1.86, 1.98, 2.14], [4.22, 4.98, 4.26], [4.28, 3.66, 3.07], [2.98, 3.71, 4.24], [4.36, 7.10, 2.37], [3.20, 7.39, 1.07], [4.43, 6.12, 0.90], [1.78, 6.95, 4.20], [0.59, 5.68, 3.90], [0.75, 7.03, 2.77], [1.30, 6.39, 0.11], [-0.05, 5.45, -1.77], [-0.42, 3.00, -1.83], [-2.22, 1.53, -0.68], [-2.93, 0.93, -2.11], [-4.34, 0.77, -2.19], [-4.94, 0.29, -3.32], [-4.16, -0.07, -4.44], [-2.80, 0.05, -4.39], [-2.15, 0.54, -3.24], [-0.46, 0.66, -3.20], [-4.92, 1.04, -1.32], [-6.01, 0.18, -3.35], [-4.64, -0.46, -5.33], [-2.18, -0.24, -5.23]]
}

{
  "formula": "C20H30FO15",
  "method": "the ωB97M-V functional and the def2-TZVPD basis",
  "total_charge": -1,
  "molar_mass_g_mol": 529.443,
  "e_above_lowest_ev": 9.2591,
  "elements": ["F", "C", "C", "C", "O", "C", "O", "O", "H", "H", "H", "H", "H", "H", "C", "C", "C", "O", "C", "O", "O", "H", "H", "H", "H", "H", "H", "C", "C", "C", "O", "C", "O", "O", "H", "H", "H", "H", "H", "H", "C", "C", "C", "O", "C", "O", "O", "H", "H", "H", "H", "H", "H", "C", "C", "C", "O", "C", "O", "O", "H", "H", "H", "H", "H", "H"],
  "positions_angstrom": [[0.04, 0.23, -0.13], [2.27, -3.04, -1.25], [3.01, -1.85, -1.77], [3.17, -0.54, -0.84], [4.53, -0.66, -0.46], [5.16, -1.60, -0.99], [6.32, -1.83, -0.67], [4.46, -2.34, -1.78], [1.03, -2.88, -1.15], [2.75, -3.46, -0.43], [2.56, -3.85, -1.85], [2.53, -1.58, -2.69], [2.39, -0.80, -0.17], [2.90, 0.36, -1.40], [1.58, -0.82, 3.56], [0.08, -0.87, 3.20], [-0.24, -1.91, 2.03], [-1.03, -2.96, 2.73], [-1.28, -2.57, 3.95], [-1.77, -3.32, 4.80], [-0.83, -1.36, 4.20], [2.10, -0.41, 2.80], [1.97, -1.94, 3.77], [1.55, -0.30, 4.55], [-0.31, 0.18, 3.01], [0.67, -2.27, 1.45], [-0.66, -1.25, 1.38], [3.49, 2.52, 1.36], [2.12, 2.81, 0.84], [0.96, 2.99, 1.89], [0.67, 4.27, 1.93], [1.19, 4.93, 0.97], [0.93, 6.12, 0.64], [1.97, 4.12, 0.19], [4.01, 2.03, 0.47], [3.43, 1.59, 1.93], [3.79, 3.27, 1.80], [1.87, 2.34, 0.03], [1.24, 2.65, 2.77], [0.14, 2.44, 1.61], [-2.78, -3.51, -0.40], [-2.83, -2.10, -1.13], [-2.19, -2.20, -2.52], [-3.24, -2.03, -3.46], [-4.40, -1.84, -2.80], [-5.52, -1.54, -3.25], [-4.19, -1.88, -1.49], [-3.61, -3.66, 0.22], [-1.97, -3.86, 0.09], [-3.19, -4.18, -1.09], [-2.43, -1.19, -0.45], [-1.79, -3.13, -2.60], [-1.34, -1.55, -2.90], [-2.01, 1.51, -2.77], [-2.81, 2.06, -1.53], [-1.90, 2.87, -0.61], [-2.19, 4.19, -0.71], [-3.33, 4.26, -1.28], [-3.84, 5.33, -1.67], [-3.78, 3.07, -1.78], [-1.20, 2.36, -3.06], [-2.79, 1.00, -3.40], [-1.52, 0.74, -2.41], [-3.07, 1.26, -0.97], [-0.70, 2.88, -0.74], [-2.09, 2.69, 0.38]]
}

{
  "formula": "C7H17NOSi",
  "method": "the ωB97M-V functional and the def2-TZVPD basis",
  "total_charge": 0,
  "molar_mass_g_mol": 159.305,
  "e_above_lowest_ev": 4.5592,
  "smiles": "C/C=[Si](\\CC)N(C)C.C=O",
  "elements": ["C", "C", "Si", "C", "C", "N", "C", "C", "H", "H", "H", "H", "H", "H", "H", "H", "H", "H", "H", "H", "H", "H", "H", "C", "O", "H", "H"],
  "positions_angstrom": [[1.91, -1.73, -1.79], [0.60, -0.91, -1.77], [0.49, 0.36, -0.57], [1.38, 1.01, 0.98], [1.18, 0.15, 2.28], [-0.98, 1.24, -0.53], [-1.85, 1.07, 0.60], [-1.65, 1.84, -1.70], [1.77, -2.84, -1.57], [2.44, -1.58, -2.74], [2.74, -1.58, -1.15], [-0.26, -1.27, -2.45], [2.49, 1.01, 0.67], [0.99, 1.99, 1.16], [2.13, -0.21, 2.87], [0.46, 0.74, 2.91], [0.59, -0.78, 2.07], [-1.26, 0.89, 1.56], [-2.52, 1.89, 0.65], [-2.50, 0.11, 0.40], [-1.75, 1.20, -2.62], [-2.76, 2.00, -1.39], [-1.09, 2.70, -1.97], [-3.52, -1.99, 1.19], [-2.35, -2.14, 1.41], [-4.09, -1.47, 2.02], [-4.16, -2.41, 0.37]]
}

For reference, E_tot by record: -57917.432, -16592.021, -100850.375, -54652.090, -18945.933 eV.
For reference, maximum force by record: 11.28, 3.90, 2.05, 11.40, 3.62 eV Å⁻¹.
For reference, LUMO by record: 0.388, -4.624, -1.286, 2.159, 0.681 eV.